# 1
150
Properties=species:S:1:pos:R:3:mulliken_charge:R:1 method="wB97M-V/def2-TZVPD" e_above_lowest_kcal_mol=24.95 total_charge=0 total_energy_ha=-4463.66563 max_force_ev_per_a=2.6
C 5.72545 -1.94071 4.40983 -0.66
C 4.78986 -1.22162 3.43764 -0.14
O 3.77142 -2.21334 3.21914 0.46
C 3.78244 -3.11759 4.20634 0.42
O 2.92004 -3.93687 4.32650 -0.59
O 4.88827 -2.98691 4.93332 -0.46
H 6.10440 -1.41685 5.28245 0.28
H 6.55957 -2.35177 3.83946 0.26
H 5.28281 -1.12118 2.47002 0.42
H 4.28180 -0.30094 3.70545 0.15
C -5.22636 -1.54142 -4.51648 -0.48
C -6.46175 -1.18416 -3.63621 -0.41
O -5.87942 -0.96618 -2.35979 -0.33
C -4.54229 -1.01822 -2.41770 0.25
O -3.85321 -0.78784 -1.47028 0.11
O -4.12578 -1.19123 -3.67106 -0.28
H -5.21219 -0.94212 -5.41931 0.29
H -5.17202 -2.62382 -4.61593 0.39
H -7.20408 -1.97219 -3.71428 0.33
H -6.86859 -0.25854 -4.04311 0.26
C -2.58974 1.11073 2.58706 0.98
C -1.83266 0.35807 3.69074 1.08
O -2.03250 1.22048 4.81432 -0.44
C -2.38948 2.44781 4.40279 0.63
O -2.53409 3.38599 5.10820 -0.59
O -2.51504 2.44014 3.04829 -0.40
H -3.61097 0.76674 2.41539 -0.17
H -2.06295 0.99154 1.64014 -0.84
H -0.75747 0.29185 3.53091 -0.67
H -2.18884 -0.66318 3.78006 0.43
C -4.29246 -2.26496 1.84496 -0.60
O -2.92035 -2.21344 2.23629 -0.10
C -2.19838 -3.30011 2.06343 0.76
O -2.51706 -4.32122 1.50932 -0.65
O -1.03171 -3.06957 2.66331 -0.16
C 0.00048 -4.04511 2.61928 -0.19
H -4.84985 -2.82203 2.59792 0.33
H -4.42401 -2.72585 0.86912 0.29
H -4.78172 -1.29339 1.80138 0.03
H 0.35425 -4.17308 1.59490 -0.08
H -0.16885 -5.04148 3.02709 0.47
H 0.84786 -3.65944 3.18585 -0.02
C 4.61834 0.22186 8.42007 -0.66
O 3.34816 -0.28159 8.01375 -0.41
C 3.07675 -0.20922 6.70784 0.82
O 3.81392 0.26868 5.87851 -0.56
O 1.94889 -0.85173 6.49669 -0.44
C 1.46410 -0.84309 5.14792 0.17
H 5.28516 -0.62660 8.25842 0.27
H 4.57346 0.49161 9.47517 0.27
H 4.92097 1.15796 7.95332 0.28
H 2.27262 -0.90377 4.43146 -0.28
H 0.83452 0.03454 5.01483 0.24
H 0.76819 -1.67938 5.10452 0.28
C 2.72333 -0.76389 -3.55594 0.38
O 3.86971 -0.07155 -3.09990 -0.33
C 3.94807 1.24889 -3.29938 0.87
O 2.99857 1.94718 -3.54656 -0.56
O 5.21159 1.58063 -3.10730 -0.32
C 5.56939 2.93989 -3.39892 -0.71
H 3.04044 -1.69414 -4.02345 0.33
H 2.15348 -0.22038 -4.31142 0.09
H 2.02815 -0.97781 -2.74500 -0.40
H 6.34118 3.24406 -2.69845 0.26
H 4.68034 3.54795 -3.23601 0.32
H 5.92608 3.06672 -4.41798 0.26
C 6.94271 -4.66160 1.30035 -0.50
O 6.03673 -4.66999 0.21553 -0.39
C 5.39422 -3.51965 -0.01464 0.78
O 5.59572 -2.48908 0.55094 -0.59
O 4.47152 -3.76006 -0.93977 -0.43
C 3.48454 -2.75631 -1.11185 -0.51
H 6.50676 -4.35417 2.25391 0.09
H 7.75786 -3.96050 1.10552 0.31
H 7.29706 -5.68506 1.38228 0.27
H 3.01187 -2.92440 -2.07275 0.28
H 3.80142 -1.71942 -1.01368 0.45
H 2.66924 -2.84456 -0.39368 0.12
C 1.52880 -1.10283 1.64684 0.52
O 0.33541 -0.45990 1.22106 1.08
C 0.14835 -0.23019 -0.07436 -0.44
O 0.73608 -0.75465 -0.98778 -0.59
O -0.84634 0.63242 -0.18763 0.18
C -1.28670 0.96087 -1.51070 -0.43
H 1.43053 -1.38311 2.69023 -0.97
H 2.34288 -0.37621 1.56850 0.74
H 1.77157 -1.96772 1.03607 -0.89
H -1.98186 1.77823 -1.34928 0.14
H -1.68282 0.07724 -2.00635 0.08
H -0.44647 1.35409 -2.08625 0.45
C -5.22384 2.18223 -0.28411 -0.42
O -5.70055 1.84341 1.00342 -0.13
C -6.47428 2.69327 1.65663 0.65
O -6.86817 3.74812 1.24463 -0.58
O -6.70224 2.18072 2.85371 -0.28
C -7.55165 2.82483 3.77995 -0.73
H -4.47436 1.46700 -0.61397 -0.35
H -4.89397 3.22118 -0.24111 0.53
H -6.00671 2.11536 -1.04713 0.39
H -7.26266 2.48603 4.77067 0.24
H -8.59454 2.57732 3.58145 0.30
H -7.45756 3.91129 3.76132 0.33
C 1.85305 -6.11885 -2.43934 -0.52
O 0.87619 -5.20259 -2.88349 -0.39
C 0.27541 -4.47531 -1.95611 0.81
O 0.51383 -4.48855 -0.76741 -0.54
O -0.82909 -3.97317 -2.46299 -0.37
C -1.71385 -3.30082 -1.58707 0.25
H 2.33465 -6.64773 -3.25702 0.26
H 1.34802 -6.85153 -1.80249 0.30
H 2.66016 -5.70950 -1.82763 0.14
H -1.15805 -2.61873 -0.93258 -0.20
H -2.10117 -4.05453 -0.90074 0.51
H -2.44525 -2.64177 -2.04438 -0.41
C 0.69986 2.82853 1.94592 -0.15
O 1.02557 3.85322 2.89969 -0.51
C 1.19891 3.51056 4.14664 0.78
O 1.29756 2.39313 4.56811 -0.48
O 1.34678 4.57063 4.96008 -0.37
C 1.25268 5.87045 4.38023 -0.67
H -0.38466 2.75795 1.86049 0.09
H 1.19800 1.92327 2.27764 0.14
H 0.99895 3.15422 0.95119 0.29
H 0.24904 5.99084 3.97511 0.28
H 2.02396 6.04500 3.63110 0.27
H 1.40039 6.60838 5.16482 0.27
C -4.33716 2.06322 -4.52280 -0.18
O -4.00859 3.35580 -5.00296 -0.42
C -2.87411 3.84926 -4.50578 0.78
O -2.24451 3.31659 -3.63801 -0.41
O -2.73802 5.05783 -5.00353 -0.40
C -1.73325 5.90412 -4.46900 -0.66
H -5.21947 1.73624 -5.06386 0.22
H -4.62837 2.04923 -3.46520 0.04
H -3.44799 1.43241 -4.51728 0.23
H -1.76598 6.89070 -4.92186 0.24
H -0.73978 5.50372 -4.67314 0.27
H -1.87292 6.01522 -3.39390 0.29
C -0.00059 1.42342 -5.31541 -0.37
O -0.08926 0.97921 -6.65910 -0.33
C 0.15402 1.90338 -7.59217 0.72
O 0.12196 3.08942 -7.41239 -0.55
O 0.38224 1.26067 -8.72565 -0.35
C 0.68511 2.04149 -9.87999 -0.66
H -0.34903 0.63482 -4.65210 0.18
H -0.69770 2.24916 -5.16694 0.13
H 0.94969 1.80156 -4.93449 0.37
H 1.76319 2.10228 -10.02194 0.26
H 0.20937 3.01458 -9.77126 0.34
H 0.27145 1.51458 -10.73794 0.23



# 2
23
Properties=species:S:1:pos:R:3:nbo_charge:R:1 method="wB97M-V/def2-TZVPD" e_above_lowest_kcal_mol=154.38 total_charge=0 total_energy_ha=-550.67952 smiles="CCN(Cc1ccncc1)N=O" max_force_ev_per_a=5.9
C 1.28361 1.07883 1.35889 -0.63
C 2.11659 1.18470 -0.02775 -0.29
C 0.45563 -0.56896 -1.29301 -0.28
C -0.91759 -0.49566 -0.72481 0.02
C -1.80472 0.52399 -1.07262 -0.29
C -2.99481 0.55018 -0.39588 0.04
C -2.54348 -1.36426 0.76471 0.02
C -1.20234 -1.40741 0.37437 -0.28
H 1.46954 1.98198 1.88161 0.21
H 0.14058 0.53962 1.39190 0.23
H 1.86111 0.33205 1.92333 0.21
H 1.63651 2.08940 -0.47945 0.23
H 3.24474 1.18322 0.28493 0.26
H 0.80376 -1.44586 -1.68172 0.24
H 0.41942 0.11230 -2.11508 0.21
H -1.15651 1.63803 -1.34138 0.23
H -3.99059 1.26649 -0.65440 0.21
H -2.96693 -1.93849 1.68224 0.21
H -0.19639 -2.19278 0.33323 0.27
N 1.73544 -0.27019 -0.60382 -0.24
N -3.45855 -0.36263 0.48547 -0.41
N 2.51302 -1.32722 -0.28484 0.23
O 3.55195 -1.10733 0.19410 -0.38



# 3
64
Properties=species:S:1:pos:R:3:nbo_charge:R:1 method="wB97M-V/def2-TZVPD" e_above_lowest_kcal_mol=0.00 total_charge=-1 total_energy_ha=-1326.21911 max_force_ev_per_a=2.3
O 1.31884 6.94093 -3.67890 -0.54
C 1.58940 6.91441 -5.09441 -0.06
C 2.17678 8.33458 -5.13878 -0.46
H 0.67470 6.82596 -5.68928 0.17
H 2.32813 6.15012 -5.35903 0.18
C 1.84302 8.30943 -3.61245 0.27
H 1.58694 9.04903 -5.72509 0.20
H 3.24852 8.36987 -5.36741 0.21
C 0.78602 9.32780 -3.23035 -0.63
H -0.08135 9.28504 -3.89517 0.21
H 1.22276 10.32799 -3.29335 0.21
H 0.46635 9.15161 -2.20193 0.22
C 3.06857 8.40500 -2.72773 -0.63
H 3.83815 7.69171 -3.03413 0.22
H 2.77897 8.20631 -1.69461 0.22
H 3.47720 9.41626 -2.79175 0.21
Be -0.19096 -0.43768 -0.22198 1.72
C 1.64523 -1.29542 1.12146 -0.27
C 1.12633 -1.90303 -0.06079 -0.58
C 1.56202 -1.08735 -1.18193 -0.46
H 0.84879 -2.96144 -0.12269 0.23
C 2.33431 -0.01034 -0.66105 -0.30
C 2.33405 -0.10950 0.75182 -0.35
H 2.83556 0.58403 1.43421 0.20
H 1.56432 -1.73867 2.11655 0.21
H 1.58824 -1.42562 -2.22276 0.22
H 2.93293 0.67421 -1.24861 0.20
C -1.32093 -0.49641 1.85718 -0.42
C -0.38530 0.47977 2.32009 -0.35
C -0.58989 1.67657 1.59234 -0.37
H 0.33876 0.33725 3.12465 0.20
C -1.67535 1.47339 0.69227 -0.36
C -2.12865 0.13277 0.85029 -0.39
H -3.09491 -0.20530 0.51342 0.20
H -1.51984 -1.46417 2.32801 0.20
H -0.06980 2.62158 1.75389 0.19
H -2.19668 2.23478 0.12148 0.20
O 0.19000 1.67653 -1.42273 -0.55
C 0.81745 2.93652 -1.09422 -0.07
C 1.33825 3.53449 -2.38775 -0.43
H 1.60361 2.77273 -0.34405 0.20
H 0.06950 3.60069 -0.63652 0.17
C 0.33918 2.97642 -3.42431 -0.43
H 2.33608 3.11817 -2.59299 0.19
H 1.38713 4.62729 -2.39798 0.23
C 0.04690 1.59740 -2.87061 -0.07
H 0.73835 2.96309 -4.43964 0.20
H -0.57151 3.58792 -3.39798 0.20
H 0.77069 0.86457 -3.25810 0.17
H -0.95542 1.22267 -3.10381 0.21
O -2.23802 -2.41730 -2.59186 -0.65
C -1.84252 -2.12658 -1.46658 0.80
O -1.25904 -0.97034 -1.20377 -0.97
C -2.03099 -3.11167 -0.31960 -0.10
C -3.10053 -2.95894 0.56815 -0.20
C -3.36121 -3.95034 1.51050 -0.23
C -2.55448 -5.11123 1.52086 -0.18
C -1.52169 -5.28704 0.58846 -0.24
C -1.26902 -4.27976 -0.34323 -0.20
H -3.72528 -2.07620 0.45588 0.22
H -4.18666 -3.82052 2.22721 0.21
H -2.75320 -5.89095 2.26668 0.19
H -0.91092 -6.19955 0.56765 0.20
H -0.52822 -4.37866 -1.12804 0.22



# 4
89
Properties=species:S:1:pos:R:3:mulliken_charge:R:1 method="wB97M-V/def2-TZVPD" e_above_lowest_kcal_mol=0.00 total_charge=+1 total_energy_ha=-2242.28113 max_force_ev_per_a=3.2
C 3.68910 -3.61510 -3.87337 -1.26
N 2.95466 -3.10769 -2.72805 0.54
C 3.65875 -2.75089 -1.59755 0.05
O 4.84775 -2.88241 -1.39332 -0.64
C 2.68387 -2.05886 -0.67179 0.13
C 3.17885 -0.63889 -0.40655 -1.82
C 3.32795 0.14553 -1.67570 0.24
C 4.50742 0.09581 -2.40319 -0.21
C 4.61988 0.75085 -3.61278 -0.91
C 3.55138 1.45978 -4.11870 -0.74
C 2.36822 1.50550 -3.41331 -1.29
C 2.25741 0.84934 -2.20386 0.42
N 1.36315 -2.06055 -1.36290 0.80
C 0.23939 -1.52143 -0.79280 -0.32
C -0.92506 -1.26012 -1.49580 -0.97
C -2.19166 -1.25894 -0.92569 -0.54
C -3.41166 -1.40892 -1.65555 1.01
C -4.59197 -1.79569 -0.98857 -0.61
C -5.74870 -2.04716 -1.68734 -0.62
C -5.77895 -1.91243 -3.06372 -0.37
C -4.63573 -1.53109 -3.74424 -0.81
C -3.46911 -1.28468 -3.05867 -0.11
C 1.49617 -2.80408 -2.65983 -1.27
C 0.63849 -4.11145 -2.74529 2.18
C 1.15619 -5.11605 -1.70924 -1.78
C 0.73284 -4.70191 -4.16261 -1.83
C -0.85661 -3.87929 -2.47061 -2.01
H 4.72808 -3.29442 -3.81031 0.36
H 3.68619 -4.70239 -3.87415 0.40
H 3.26274 -3.23612 -4.79929 0.40
H 2.58042 -2.63429 0.25736 0.60
H 2.49448 -0.11918 0.26702 0.57
H 4.14374 -0.67942 0.10780 0.63
H 5.32216 -0.50424 -2.03342 0.54
H 5.54091 0.69951 -4.16920 0.46
H 3.64745 1.99180 -5.05129 0.45
H 1.52562 2.04467 -3.81397 0.55
H 1.32298 0.85426 -1.67018 0.83
H 0.23379 -1.44154 0.28153 0.47
H -0.83720 -1.22237 -2.56792 0.51
H -2.26107 -1.33069 0.14648 0.48
H -4.56698 -1.93457 0.08002 0.38
H -6.63484 -2.36812 -1.16421 0.40
H -6.68629 -2.12045 -3.60680 0.41
H -4.65687 -1.43754 -4.81744 0.41
H -2.58921 -0.98335 -3.59744 0.49
H 1.23473 -2.13192 -3.48461 0.65
H 1.06771 -4.70509 -0.70366 0.32
H 0.58539 -6.04443 -1.74405 0.48
H 2.20289 -5.35829 -1.88436 0.34
H 0.49697 -3.94411 -4.90999 0.40
H 1.72058 -5.09899 -4.37690 0.38
H 0.02539 -5.52243 -4.28494 0.45
H -1.28471 -3.16045 -3.16911 0.34
H -1.41418 -4.80798 -2.58766 0.57
H -1.02984 -3.54785 -1.44778 0.44
C 2.52035 3.91732 -0.00784 -0.50
C 1.29541 3.70366 -0.60374 -0.59
C 0.16734 3.51589 0.16838 -0.38
C 0.25804 3.53280 1.55088 0.21
C -0.95647 3.31212 2.43381 0.12
C -1.36440 4.63592 3.12965 -1.11
C -2.38155 4.42056 4.24640 -0.60
N -2.00011 3.25342 5.04738 0.17
C -2.35146 3.08353 6.41225 0.46
C -1.86807 1.87668 6.92752 0.53
C -2.09464 1.52810 8.24367 -0.39
C -2.80024 2.39662 9.05289 -0.57
C -3.27707 3.60035 8.55340 -0.68
C -3.06272 3.95206 7.23592 -0.72
S -0.98437 0.97350 5.69205 -0.30
C -1.21557 2.24896 4.48657 0.43
N -0.71703 2.21343 3.30008 -0.60
C 1.49376 3.74252 2.13829 -0.27
C 2.61902 3.93471 1.36601 -0.94
H 3.39852 4.06552 -0.61431 0.43
H 1.21872 3.69153 -1.67714 0.55
H -0.78965 3.34963 -0.29714 0.43
H -1.79464 2.99743 1.79049 0.42
H -0.45929 5.09357 3.54467 0.43
H -1.74183 5.35013 2.38402 0.42
H -2.45007 5.29370 4.90368 0.43
H -3.38698 4.24908 3.84853 0.29
H -1.71104 0.59686 8.62289 0.40
H -2.98087 2.14142 10.08232 0.39
H -3.81440 4.27625 9.19877 0.39
H -3.42692 4.88501 6.84052 0.32
H 1.56344 3.74126 3.21206 0.43
H 3.57177 4.10731 1.83659 0.42